Density functional theory data (ωB97M-V with the def2-TZVPD basis set) for a structure of composition C28H44BrN3P2V.

Multiplicity = 4
HOMO level (alpha / beta) = -13.5 / -13.4 eV
Relative energy (zero: lowest compared OMol25 entry of this formula, charge and spin) = 107.5 kcal/mol
Expectation value of S² = 3.801
Net charge = +2
Gap between HOMO and LUMO (alpha / beta) = 7.026 / 5.559 eV

Cartesian coordinates (Å):
N -5.115 1.049 -2.177
C -5.006 1.525 -0.931
C -3.775 1.782 -0.323
C -2.588 1.420 -0.999
C -2.710 0.894 -2.305
C -3.998 0.780 -2.854
C -1.298 1.751 -0.381
V -0.073 0.212 0.304
P 2.158 -0.303 0.108
C -0.022 1.565 -1.114
C 1.014 2.672 -1.025
C 2.012 2.753 -2.025
C 3.109 3.597 -1.877
C 3.255 4.374 -0.706
C 2.235 4.345 0.263
C 1.112 3.520 0.088
Br 4.766 5.336 -0.422
H -1.357 2.610 0.315
H -0.039 1.033 -2.075
H -3.742 2.250 0.652
H -1.860 0.602 -2.917
H -5.931 1.728 -0.379
H -4.125 0.461 -3.903
H 1.905 2.171 -2.943
H 0.331 3.549 0.854
H 3.883 3.612 -2.644
H 2.351 4.923 1.177
P -1.067 -1.917 -0.202
C 3.332 1.019 0.649
C 4.822 0.930 0.332
H 3.198 1.164 1.733
H 2.921 1.910 0.161
H 5.310 1.834 0.729
H 5.293 0.057 0.806
H 5.016 0.922 -0.747
C 2.529 -0.573 -1.687
C 3.882 -1.211 -1.989
H 2.473 0.428 -2.155
H 1.719 -1.167 -2.151
H 3.875 -1.547 -3.031
H 4.687 -0.484 -1.892
H 4.083 -2.071 -1.344
C 1.438 -0.643 1.821
C 2.119 -1.122 3.118
H 0.488 -1.220 1.629
H 1.107 0.388 2.104
H 1.383 -1.542 3.812
H 2.911 -1.852 2.934
H 2.541 -0.238 3.619
C -1.068 -3.100 1.231
C -1.680 -4.484 0.998
H -1.608 -2.588 2.041
H -0.025 -3.203 1.563
H -2.755 -4.433 0.791
H -1.202 -5.037 0.181
H -1.547 -5.091 1.902
C -0.120 -2.917 -1.442
C -0.490 -2.626 -2.890
H -0.274 -3.979 -1.215
H 0.941 -2.707 -1.251
H -1.478 -3.033 -3.139
H -0.501 -1.554 -3.129
H 0.232 -3.102 -3.566
C -2.798 -2.167 -0.822
C -3.939 -1.756 0.097
H -2.910 -3.222 -1.112
H -2.859 -1.584 -1.750
H -4.890 -1.910 -0.430
H -3.986 -2.327 1.033
H -3.896 -0.683 0.329
N -2.064 0.043 2.718
C -2.273 0.552 3.953
C -1.290 1.515 4.161
C -0.535 1.576 2.990
N -1.002 0.653 2.099
H -2.650 -0.635 2.249
H -3.093 0.223 4.576
H -1.124 2.116 5.038
H 0.335 2.183 2.788

---

Density functional theory data (ωB97M-V with the def2-TZVPD basis set) for a structure of composition C28H44Cl3CoN4O3SeSi.

Multiplicity = 5
HOMO level (alpha / beta) = -8.6 / -8.5 eV
Relative energy (zero: lowest compared OMol25 entry of this formula, charge and spin) = 0.0 kcal/mol
Expectation value of S² = 6.014
Gap between HOMO and LUMO (alpha / beta) = 8.573 / 6.215 eV

Cartesian coordinates (Å):
C -5.122 -6.027 1.530
C -4.572 -7.398 1.262
H -6.104 -5.897 1.059
H -4.440 -5.260 1.137
H -5.250 -5.850 2.610
C -5.322 -8.452 0.918
C -6.806 -8.429 0.799
H -4.850 -9.418 0.728
H -7.179 -7.548 0.264
H -7.291 -8.449 1.784
H -7.153 -9.315 0.259
Co -0.419 -0.126 0.422
Cl 0.662 0.161 2.351
Cl -1.984 -1.615 0.771
C 1.702 -2.529 0.405
O 1.294 -2.180 -0.721
N 2.529 -3.574 0.608
C 3.077 -4.289 -0.532
C 2.707 -4.142 1.936
H 1.417 -2.003 1.334
H 3.110 -3.616 -1.396
H 2.465 -5.169 -0.788
H 4.085 -4.635 -0.283
H 2.369 -3.404 2.673
H 3.767 -4.376 2.100
H 2.122 -5.067 2.062
H -4.237 -0.135 -1.180
H -3.395 -2.423 -1.710
C -3.862 0.224 -2.149
C -3.096 -2.044 -2.698
N -2.782 -0.635 -2.597
H -3.500 1.248 -2.028
C -1.580 -0.142 -2.997
O -0.646 -0.824 -3.426
H -2.221 -2.587 -3.067
H -1.501 0.959 -2.903
H -4.693 0.192 -2.873
H -3.949 -2.190 -3.378
O -2.565 -6.717 0.213
C -3.051 -7.475 1.317
C -2.405 -9.690 0.211
C -2.502 -8.900 1.362
H -2.660 -9.259 -0.761
C -2.014 -11.031 0.330
H -2.746 -6.955 2.238
C -2.173 -9.433 2.616
H -1.929 -11.642 -0.572
C -1.739 -11.581 1.586
C -1.822 -10.778 2.730
H -2.235 -8.775 3.482
H -1.465 -12.633 1.678
H -1.613 -11.193 3.717
Si -1.106 -6.147 -0.370
Cl -1.748 1.633 0.028
C -1.017 -6.778 -2.132
C 0.299 -6.877 0.638
C -1.221 -4.314 -0.349
H -1.044 -7.875 -2.177
H -0.088 -6.439 -2.611
H -1.866 -6.393 -2.713
H -2.223 -3.997 -0.656
H -0.493 -3.810 -0.997
H -1.063 -3.942 0.668
H 0.190 -7.963 0.771
H 0.354 -6.426 1.637
H 1.257 -6.704 0.129
C 0.879 3.613 -2.750
N 1.304 3.612 -1.366
C 1.410 2.513 -0.560
Se 1.281 0.755 -1.121
N 1.592 2.994 0.706
C 1.577 4.396 0.712
C 1.741 5.341 1.724
C 1.703 6.695 1.351
C 1.509 7.083 0.011
C 1.344 6.122 -0.996
C 1.396 4.785 -0.606
H 0.946 2.589 -3.128
H 1.525 4.275 -3.329
H -0.157 3.968 -2.843
H 1.568 2.381 1.523
H 1.903 5.001 2.743
H 1.827 7.479 2.105
H 1.490 8.142 -0.242
H 1.190 6.355 -2.048

---

Density functional theory data (ωB97M-V with the def2-TZVPD basis set) for a structure of composition C28H44O20S.

HOMO level = -10.5 eV
Relative energy (zero: lowest compared OMol25 entry of this formula, charge and spin) = 41.4 kcal/mol
Gap between HOMO and LUMO = 10.105 eV

Cartesian coordinates (Å):
C 5.356 2.997 -2.172
C 5.195 2.260 -0.844
C 3.853 1.561 -0.867
O 4.231 0.279 -0.294
C 5.542 0.256 -0.144
O 6.055 -0.799 0.220
O 6.105 1.391 -0.552
H 6.325 3.311 -2.534
H 4.658 3.948 -2.086
H 4.932 2.429 -3.196
H 5.277 3.087 -0.131
H 3.366 1.517 -1.923
H 3.060 2.073 -0.225
C -4.860 -1.588 -0.688
C -6.114 -2.145 -1.174
C -7.288 -1.127 -1.479
O -7.399 -1.218 -2.909
C -6.653 -2.168 -3.354
O -6.755 -2.609 -4.470
O -5.924 -2.742 -2.406
H -4.023 -2.444 -0.542
H -4.892 -1.031 0.382
H -4.528 -0.735 -1.129
H -6.654 -2.866 -0.466
H -7.001 -0.157 -1.250
H -8.211 -1.114 -0.964
C 4.310 -4.267 0.720
C 5.579 -4.959 0.420
C 6.806 -4.426 0.879
O 7.573 -5.384 1.469
C 6.925 -6.511 1.439
O 7.351 -7.611 1.853
O 5.720 -6.311 0.797
H 4.148 -3.260 0.456
H 4.403 -4.320 1.828
H 3.437 -4.824 0.592
H 5.596 -4.933 -0.678
H 6.751 -3.619 1.751
H 7.464 -4.005 0.033
C -5.670 5.414 -0.854
C -4.443 4.482 -0.711
C -4.357 3.434 0.367
O -3.874 2.294 -0.389
C -4.048 2.453 -1.706
O -3.865 1.587 -2.581
O -4.320 3.700 -1.942
H -5.485 6.157 -1.606
H -5.848 6.026 0.086
H -6.521 4.669 -0.890
H -3.437 5.013 -0.408
H -5.187 3.289 0.884
H -3.858 3.881 1.131
C 0.448 -4.988 2.379
C -0.416 -5.302 1.055
C -1.478 -4.324 0.764
O -1.082 -3.779 -0.522
C 0.044 -4.280 -0.904
O 0.651 -3.957 -1.801
O 0.495 -5.143 -0.016
H 0.830 -4.080 2.511
H 1.187 -5.666 2.510
H -0.337 -5.226 3.086
H -0.613 -6.246 1.455
H -1.719 -3.583 1.549
H -2.541 -4.807 0.709
C -0.897 4.753 0.853
C 0.506 5.023 1.064
C 1.273 5.460 -0.278
O 2.104 6.451 0.227
C 1.844 6.892 1.315
O 2.423 7.940 1.778
O 0.982 6.122 1.901
H -1.004 4.162 0.017
H -1.432 5.652 0.753
H -1.177 4.162 1.689
H 0.917 4.258 1.568
H 0.637 5.711 -0.992
H 1.886 4.669 -0.596
C 0.235 -0.225 -0.481
C 1.194 -0.299 0.741
C 0.064 -0.612 1.904
S -1.331 0.291 1.465
O -1.437 1.348 2.319
O -2.419 -0.690 1.357
C -0.907 0.767 -0.181
H -0.184 -1.125 -0.714
H 0.628 0.034 -1.432
H 1.729 0.777 0.896
H 2.268 -1.090 0.591
H 0.355 -0.534 2.890
H -0.279 -1.440 1.973
H -0.596 1.793 -0.398
H -1.699 0.788 -0.726

---

Density functional theory data (ωB97M-V with the def2-TZVPD basis set) for a cluster of 8 separate species, C28H45Br3F3NO32S7 in total.

HOMO level = -7.4 eV
Gap between HOMO and LUMO = 6.846 eV

Cartesian coordinates (Å):
C -0.625 0.296 -1.843
C -1.758 -0.596 -2.003
C -1.678 -2.114 -2.593
C -1.505 -3.192 -1.360
O -1.945 -2.376 -0.212
N -3.049 -2.903 0.379
O -2.854 -3.001 1.569
O -2.570 -4.159 -1.708
C -1.929 -5.008 -2.713
O -2.514 -5.594 -3.684
C -0.315 -5.026 -2.407
C -0.043 -3.921 -1.219
C -0.272 -4.790 0.141
C 0.886 -5.867 0.445
C 0.729 -6.466 1.963
F -0.615 -6.994 2.209
Br 0.996 -5.017 3.350
C 1.893 -7.574 2.300
F 1.884 -7.774 3.723
F 3.181 -6.949 1.997
Br 1.706 -9.250 1.242
C 1.280 -2.991 -1.332
Br 2.089 -2.559 0.472
C 2.375 -3.499 -2.403
C 3.035 -4.936 -2.081
H -0.188 0.439 -0.755
H -0.076 0.852 -2.694
H -2.802 -0.212 -1.650
H -0.871 -2.243 -3.407
H -2.722 -2.301 -3.081
H 0.082 -4.619 -3.426
H -0.013 -6.116 -2.161
H -0.359 -4.012 1.006
H -1.277 -5.370 0.151
H 1.954 -5.450 0.393
H 0.866 -6.802 -0.243
H 0.904 -1.956 -1.723
H 1.969 -3.483 -3.484
H 3.246 -2.723 -2.373
H 3.889 -5.105 -2.861
H 3.560 -4.864 -1.059
H 2.328 -5.834 -2.195
O 0.137 3.538 -0.035
S 1.043 2.620 0.595
O 1.451 1.382 -0.017
O 0.485 2.302 2.085
C 1.470 2.661 3.053
C 2.270 3.791 2.419
O 2.383 3.442 1.041
H 2.098 1.790 3.234
H 0.994 2.965 3.986
H 3.258 3.903 2.869
H 1.732 4.742 2.482
O 3.728 6.177 -1.269
S 2.486 6.198 -0.552
O 1.925 5.032 0.078
O 1.356 6.864 -1.515
C 0.804 8.015 -0.879
C 1.911 8.553 0.018
O 2.554 7.394 0.549
H -0.062 7.697 -0.290
H 0.485 8.746 -1.624
H 1.527 9.183 0.821
H 2.651 9.113 -0.562
O -1.711 -6.854 8.556
S -2.771 -7.201 7.653
O -4.139 -7.314 8.066
O -2.349 -8.563 6.875
C -2.332 -8.324 5.468
C -2.003 -6.847 5.313
O -2.701 -6.198 6.376
H -3.326 -8.551 5.072
H -1.594 -8.964 4.981
H -2.317 -6.449 4.348
H -0.933 -6.664 5.451
O 2.294 0.205 4.298
S 1.673 0.492 5.559
O 1.138 1.781 5.891
O 2.691 0.034 6.738
C 2.052 -0.936 7.569
C 1.054 -1.647 6.666
O 0.524 -0.624 5.823
H 1.544 -0.407 8.381
H 2.789 -1.622 7.990
H 0.257 -2.134 7.229
H 1.553 -2.385 6.031
O -3.302 7.605 -2.224
S -4.244 6.817 -1.480
O -5.632 7.162 -1.371
O -3.647 6.591 0.014
C -3.518 5.192 0.269
C -3.294 4.552 -1.093
O -4.136 5.279 -1.989
H -4.450 4.841 0.721
H -2.689 5.004 0.954
H -3.546 3.491 -1.101
H -2.259 4.681 -1.423
O -5.256 0.709 -2.656
S -4.416 1.217 -3.703
O -3.369 2.172 -3.470
O -5.370 1.772 -4.895
C -5.072 1.081 -6.107
C -4.567 -0.289 -5.678
O -3.786 -0.047 -4.508
H -4.294 1.640 -6.636
H -5.961 1.014 -6.736
H -3.967 -0.773 -6.449
H -5.398 -0.946 -5.399
O 5.959 6.117 -2.947
S 4.883 6.781 -3.624
O 3.726 7.283 -2.944
O 4.393 5.833 -4.850
C 4.520 6.541 -6.082
C 5.663 7.524 -5.868
O 5.512 7.981 -4.525
H 3.579 7.065 -6.273
H 4.721 5.847 -6.901
H 5.629 8.362 -6.566
H 6.634 7.024 -5.948

---

Density functional theory data (ωB97M-V with the def2-TZVPD basis set) for a structure of composition C28H45Cl2N2PSSn.

HOMO level = -5.7 eV
Gap between HOMO and LUMO = 4.840 eV

Cartesian coordinates (Å):
P -1.288 0.050 -0.790
C -2.439 1.004 0.384
C -3.958 0.909 0.200
C -4.669 1.925 1.106
C -4.251 1.813 2.579
C -2.731 1.765 2.772
C -2.062 0.736 1.848
C -1.597 -1.764 -0.375
C -3.042 -2.171 -0.105
C -3.140 -3.698 -0.003
C -2.179 -4.278 1.042
C -0.744 -3.751 0.912
C -0.682 -2.221 0.775
C -2.258 0.190 -2.376
C -2.321 1.665 -2.809
C -3.077 1.836 -4.135
C -2.541 0.924 -5.244
C -2.413 -0.538 -4.804
C -1.661 -0.705 -3.474
H -2.138 2.042 0.146
H -4.302 -0.100 0.457
H -4.252 1.086 -0.842
H -5.752 1.786 1.017
H -4.444 2.937 0.744
H -4.665 2.660 3.138
H -4.697 0.908 3.014
H -2.301 2.753 2.564
H -2.492 1.521 3.814
H -0.973 0.775 1.980
H -2.399 -0.273 2.133
H -1.263 -2.288 -1.288
H -2.914 -4.129 -0.987
H -3.719 -1.812 -0.892
H -3.375 -1.728 0.845
H -4.172 -3.977 0.240
H -2.175 -5.371 0.961
H -2.557 -4.042 2.046
H -0.151 -4.062 1.779
H -0.274 -4.197 0.025
H 0.352 -1.901 0.587
H -1.007 -1.753 1.716
H -3.280 -0.170 -2.162
H -2.810 2.281 -2.040
H -1.292 2.044 -2.909
H -4.141 1.616 -3.971
H -3.007 2.883 -4.448
H -1.559 1.291 -5.570
H -3.200 0.985 -6.115
H -1.896 -1.117 -5.577
H -3.419 -0.966 -4.693
H -1.706 -1.762 -3.178
H -0.596 -0.458 -3.596
Sn 2.653 0.799 -0.394
Cl 1.781 -0.933 -1.776
Cl 0.926 2.268 0.335
C 4.031 0.191 1.075
H 5.071 0.178 0.734
C 3.793 -0.294 2.391
C 4.824 -0.993 3.118
C 4.536 -1.679 4.287
C 3.231 -1.656 4.821
C 2.230 -0.892 4.191
C 2.503 -0.184 3.028
H 5.836 -1.002 2.702
H 5.317 -2.244 4.799
H 1.227 -0.854 4.628
H 1.745 0.452 2.556
H 2.999 -2.220 5.724
S 3.950 2.186 -1.982
C 5.543 2.257 -1.270
N 6.014 3.270 -0.523
C 7.364 3.035 -0.034
C 7.735 1.705 -0.676
N 6.533 1.353 -1.417
H 5.427 4.048 -0.246
H 7.375 2.982 1.059
H 8.027 3.841 -0.353
H 7.969 0.940 0.073
H 8.583 1.802 -1.355
H 6.407 0.492 -1.937